{
  "formula": "C26H56N4O5",
  "method": "ωB97M-V/def2-TZVPD",
  "energy_ev": -44059.651,
  "smiles": "CCCN[C@]1(CCCCOC(C)=O)OC(=O)O[C@]1(N)CC.CCN(CC)CC.CCN(CC)CC",
  "de_lowest_kj_mol": 876.52,
  "lumo_energy_ev": 0.3,
  "orbital_gap_ev": 8.3139,
  "elements": ["C", "C", "C", "N", "C", "C", "C", "C", "C", "O", "C", "C", "O", "O", "C", "O", "O", "C", "N", "C", "C", "H", "H", "H", "H", "H", "H", "H", "H", "H", "H", "H", "H", "H", "H", "H", "H", "H", "H", "H", "H", "H", "H", "H", "H", "H", "H", "C", "C", "N", "C", "C", "C", "C", "H", "H", "H", "H", "H", "H", "H", "H", "H", "H", "H", "H", "H", "H", "H", "C", "C", "N", "C", "C", "C", "C", "H", "H", "H", "H", "H", "H", "H", "H", "H", "H", "H", "H", "H", "H", "H"],
  "xyz": [[-5.72972, 0.47069, 0.80612], [-4.14295, 0.67079, 0.44507], [-3.35106, -0.71668, 0.04502], [-3.97280, -1.52308, -1.05905], [-3.99436, -0.85762, -2.40191], [-2.63732, -0.67212, -3.29800], [-1.49519, 0.30996, -2.65081], [-0.15527, -0.44183, -2.08902], [-0.36482, -1.99042, -1.60096], [0.53382, -2.43012, -0.51539], [0.04303, -3.81495, -0.20840], [-0.86409, -4.01139, 1.15218], [0.28557, -4.86913, -1.03072], [-4.82421, 0.32606, -2.66605], [-6.24329, -0.08259, -2.76777], [-7.27739, 0.75799, -2.68346], [-6.34970, -1.55206, -3.02589], [-4.92857, -1.94161, -3.26979], [-4.86370, -1.91150, -4.77745], [-4.81550, -3.53592, -2.91329], [-3.39188, -4.24026, -3.39672], [-6.27029, 1.49050, 0.50560], [-6.26738, -0.38190, 0.20568], [-5.94308, 0.34741, 1.97162], [-4.05102, 1.48894, -0.39789], [-3.58146, 1.12091, 1.39298], [-3.40982, -1.39913, 1.02455], [-2.18267, -0.51184, -0.08698], [-4.91067, -1.82140, -0.71299], [-2.98159, -0.13185, -4.30648], [-2.21521, -1.72670, -3.66611], [-1.13755, 1.05805, -3.50715], [-1.99288, 0.99265, -1.82901], [0.74175, -0.30703, -2.85883], [0.18745, 0.16747, -1.12132], [-1.45314, -2.27407, -1.27892], [-0.11430, -2.68149, -2.54056], [-1.36124, -2.95004, 1.36886], [-0.24412, -4.40784, 2.06340], [-1.78150, -4.71984, 0.86910], [-5.07718, -0.96845, -5.17101], [-5.48515, -2.64758, -5.19701], [-5.65963, -4.08032, -3.55863], [-5.04711, -3.81637, -1.79684], [-2.45287, -3.85901, -2.81063], [-3.20923, -4.05634, -4.55052], [-3.48582, -5.42244, -3.26996], [3.97687, -2.95861, -0.58687], [5.01286, -2.63041, 0.48437], [5.37464, -1.21092, 0.53473], [6.57979, -0.94300, 1.32431], [6.53006, -1.25564, 2.81586], [4.27294, -0.26599, 0.73570], [3.40183, -0.44714, 1.97438], [4.29328, -2.59388, -1.56960], [3.84760, -4.04340, -0.65846], [2.99895, -2.52833, -0.35249], [5.91108, -3.21445, 0.24435], [4.65426, -2.99199, 1.45319], [6.87703, 0.10522, 1.19278], [7.40513, -1.52137, 0.88778], [5.92597, -0.52579, 3.36168], [7.54036, -1.20636, 3.23531], [6.14262, -2.25696, 3.01974], [3.62139, -0.31022, -0.14480], [4.66398, 0.75914, 0.72732], [3.08324, -1.48316, 2.11601], [2.49416, 0.15838, 1.87303], [3.90781, -0.11013, 2.87953], [0.83566, 3.24609, 0.59812], [1.87165, 3.57429, 1.66936], [2.23344, 4.99379, 1.71971], [3.43858, 5.26171, 2.50929], [3.38886, 4.94906, 4.00084], [1.13173, 5.93871, 1.92068], [0.26062, 5.75756, 3.15936], [1.15207, 3.61082, -0.38462], [0.70639, 2.16130, 0.52652], [-0.14226, 3.67638, 0.83249], [2.76987, 2.99026, 1.42933], [1.51305, 3.21272, 2.63817], [3.73582, 6.30993, 2.37776], [4.26392, 4.68333, 2.07276], [2.78476, 5.67891, 4.54666], [4.39915, 4.99835, 4.42029], [3.00142, 3.94774, 4.20472], [0.48018, 5.89448, 1.04018], [1.52277, 6.96385, 1.91230], [-0.05797, 4.72154, 3.30100], [-0.64704, 6.36308, 3.05801], [0.76660, 6.09457, 4.06452]],
  "lowdin_charge": [-0.1331, -0.2319, -0.2166, 0.0136, -0.3205, -0.0801, -0.1797, -0.1547, -0.2124, -0.1438, -0.2716, -0.0144, -0.0288, 0.0016, -0.2407, 0.0199, 0.0008, -0.3872, 0.0661, -0.1495, -0.1144, 0.0939, 0.0692, 0.0858, 0.1034, 0.1174, 0.1307, 0.1164, 0.1119, 0.1353, 0.1292, 0.1246, 0.1080, 0.1302, 0.1102, 0.1033, 0.1441, 0.0822, 0.1005, 0.1092, 0.0981, 0.1022, 0.1281, 0.1162, 0.0540, 0.0834, 0.0916, -0.0850, -0.2667, -0.1888, -0.2551, -0.0950, -0.2465, -0.0836, 0.0824, 0.0771, 0.0413, 0.1173, 0.0960, 0.1108, 0.1084, 0.0546, 0.0709, 0.0671, 0.1009, 0.1108, 0.0685, 0.0609, 0.0541, -0.0883, -0.2709, -0.1897, -0.2534, -0.0935, -0.2488, -0.0900, 0.0826, 0.0528, 0.0649, 0.1096, 0.0976, 0.1118, 0.1084, 0.0556, 0.0716, 0.0669, 0.1014, 0.1152, 0.0672, 0.0737, 0.0535]
}



{
  "formula": "C6H7F3N2O",
  "method": "ωB97M-V/def2-TZVPD",
  "energy_ev": -19514.796,
  "smiles": "C[C@@](O)(c1ccn[nH]1)C(F)(F)F",
  "de_lowest_kj_mol": 0.00,
  "lumo_energy_ev": 0.7,
  "orbital_gap_ev": 10.3423,
  "elements": ["C", "C", "O", "C", "C", "C", "N", "N", "C", "F", "F", "F", "H", "H", "H", "H", "H", "H", "H"],
  "xyz": [[0.36885, -1.93041, 0.33942], [0.59353, -0.50147, -0.38615], [0.71472, -0.56467, -1.78708], [-0.62738, 0.33730, -0.05217], [-1.80082, 0.16320, 0.58974], [-2.53626, 1.37812, 0.47843], [-1.82538, 2.19163, -0.31057], [-0.63886, 1.60563, -0.59812], [1.83378, 0.17684, 0.17615], [1.64925, 0.27023, 1.50030], [2.99549, -0.50589, -0.20447], [2.08643, 1.39785, -0.33035], [1.28882, -2.46986, 0.45716], [-0.02709, -1.52595, 1.29203], [-0.36789, -2.32965, -0.36382], [1.62930, -0.75764, -1.98455], [-2.04539, -0.66639, 1.12298], [-3.39174, 1.56213, 1.03254], [0.10066, 2.16900, -0.97146]],
  "lowdin_charge": [0.0462, -0.4024, 0.0481, -0.2062, -0.0262, -0.1049, 0.0330, 0.0576, -0.5222, 0.1688, 0.1000, 0.1441, 0.0769, 0.0847, 0.1019, 0.0997, 0.0721, 0.0802, 0.1485]
}



{
  "formula": "C46H50AsCsN8O6STe",
  "method": "ωB97M-V/def2-TZVPD",
  "energy_ev": -152234.399,
  "de_lowest_kj_mol": 0.00,
  "lumo_energy_ev": [3.4, 3.3],
  "total_charge": -2,
  "orbital_gap_ev": [5.4682, 4.5191],
  "elements": ["Cs", "O", "N", "O", "C", "C", "C", "C", "C", "C", "N", "C", "C", "N", "C", "C", "C", "C", "H", "H", "H", "H", "H", "H", "H", "O", "C", "O", "C", "C", "N", "N", "C", "C", "O", "O", "H", "H", "H", "N", "H", "H", "H", "C", "C", "As", "C", "C", "C", "C", "H", "H", "H", "H", "H", "H", "H", "H", "H", "H", "H", "H", "H", "H", "H", "C", "C", "C", "C", "N", "N", "C", "H", "H", "H", "H", "H", "H", "H", "H", "C", "C", "C", "C", "C", "C", "C", "C", "C", "C", "C", "C", "C", "C", "H", "H", "H", "H", "H", "H", "H", "H", "H", "H", "H", "Te", "C", "C", "C", "C", "S", "H", "H", "H"],
  "xyz": [[0.62683, 1.16466, -0.10603], [-0.98517, 8.97718, 2.74982], [-1.45479, 8.18621, 1.89158], [-2.30890, 8.58538, 1.05405], [-1.00762, 6.87309, 1.89295], [-0.07071, 6.52044, 2.86091], [0.41890, 5.20908, 2.97297], [1.34320, 4.82552, 3.97436], [1.74387, 3.52207, 4.06771], [1.22221, 2.58657, 3.15998], [0.38275, 2.91859, 2.19615], [-0.00942, 4.19635, 2.08677], [-0.93183, 4.56185, 1.01264], [-1.24137, 3.59728, 0.12799], [-2.09136, 3.86435, -0.84605], [-2.69955, 5.10367, -0.98881], [-2.37820, 6.11112, -0.10673], [-1.45829, 5.87599, 0.92956], [0.25923, 7.28296, 3.54947], [1.70999, 5.57607, 4.66428], [2.43624, 3.19830, 4.83433], [1.48056, 1.53561, 3.24341], [-2.30187, 3.05582, -1.53973], [-3.40252, 5.27734, -1.79187], [-2.81059, 7.09425, -0.18711], [2.18900, 2.32867, -5.84517], [0.94408, 1.91641, -5.98618], [0.34963, 2.01193, -7.03954], [0.29840, 1.28211, -4.80714], [-1.01207, 0.84606, -4.82042], [-1.26323, 0.33422, -3.60912], [-0.21326, 0.40283, -2.79048], [0.75103, 0.97733, -3.49822], [2.10738, 1.16998, -2.86674], [2.88991, 1.96358, -3.42884], [2.32828, 0.53050, -1.81243], [2.54627, 2.11388, -4.91041], [-1.74538, 0.86975, -5.60415], [-2.12537, -0.07729, -3.27779], [-3.00947, 1.41291, 1.95228], [-2.79747, 1.72045, 2.89908], [-2.44531, 2.01049, 1.35079], [-2.56835, 0.49222, 1.92002], [4.64997, 1.76639, 0.21331], [4.65444, 0.24978, 0.36272], [3.12239, -0.32949, 1.47681], [3.25770, -2.28900, 1.26738], [4.63618, -2.90652, 1.43766], [4.09225, -0.13259, 3.19830], [3.47704, -0.88143, 4.37067], [5.59664, 2.13585, -0.18793], [4.47692, 2.27190, 1.16731], [3.86948, 2.05874, -0.48867], [5.58228, -0.10592, 0.82562], [4.55782, -0.21153, -0.62017], [2.84421, -2.51990, 0.28074], [2.54450, -2.69512, 1.99273], [5.35403, -2.49834, 0.72491], [4.60307, -3.98851, 1.28827], [5.03262, -2.72674, 2.43806], [4.11331, 0.94297, 3.40398], [5.13063, -0.44190, 3.03472], [2.43871, -0.59089, 4.53626], [4.04338, -0.70067, 5.28781], [3.46926, -1.95796, 4.19336], [4.22011, -2.67781, -2.69172], [2.78941, -3.08578, -2.61992], [2.15981, -4.29526, -2.84388], [0.79585, -4.04279, -2.59616], [0.60587, -2.78089, -2.25273], [1.82210, -2.21957, -2.26626], [-0.35720, -4.98633, -2.67944], [4.82912, -3.50978, -3.04690], [4.59300, -2.38045, -1.71216], [4.35775, -1.83414, -3.36770], [2.61855, -5.22201, -3.13639], [1.95335, -1.23939, -2.01211], [-0.01021, -6.00542, -2.85243], [-1.02543, -4.71252, -3.49764], [-0.93660, -4.97096, -1.75561], [-4.86881, 1.04773, -4.53999], [-4.58329, -0.30794, -4.43506], [-4.33279, -0.87671, -3.19841], [-4.36075, -0.09662, -2.04054], [-4.66239, 1.26142, -2.15465], [-4.91084, 1.82870, -3.39545], [-4.03423, -0.65626, -0.71451], [-3.49087, -1.82519, -0.51109], [-2.97475, -2.96248, 0.06225], [-3.83055, -3.99114, 0.53719], [-3.29993, -5.09983, 1.15595], [-1.92111, -5.22583, 1.32668], [-1.07255, -4.23137, 0.85540], [-1.57780, -3.12025, 0.21501], [-5.05467, 1.49187, -5.50946], [-4.54736, -0.92406, -5.32421], [-4.09540, -1.92846, -3.11475], [-4.68183, 1.87279, -1.26069], [-5.12729, 2.88705, -3.46674], [-4.20796, 0.00891, 0.13654], [-4.90070, -3.87378, 0.42425], [-3.96203, -5.86520, 1.54390], [-1.51636, -6.07640, 1.85957], [-0.00226, -4.31149, 1.00164], [-0.91456, -2.36199, -0.17005], [-0.38162, -1.05230, 3.23984], [-1.05127, -2.88126, 4.02990], [-2.32456, -3.29780, 4.31029], [-2.39851, -4.61771, 4.82079], [-1.17661, -5.20706, 4.94420], [0.06161, -4.14054, 4.41176], [-3.18173, -2.66651, 4.14227], [-3.32393, -5.10245, 5.09786], [-0.95030, -6.18960, 5.31937]],
  "lowdin_charge": [1.0568, -0.0827, -0.4038, -0.0872, -0.1291, 0.0176, -0.1607, -0.0264, -0.0630, -0.1884, -0.0200, -0.1736, -0.1528, 0.0059, -0.1624, -0.0588, 0.0014, -0.0459, 0.1032, 0.1091, 0.0978, 0.0312, 0.0935, 0.0945, 0.0892, 0.1016, -0.5188, 0.0626, -0.0530, -0.0051, 0.0374, 0.0049, -0.1735, -0.6452, 0.0226, -0.3821, 0.0552, 0.1280, 0.1217, 0.0208, 0.0019, -0.0340, -0.0908, -0.1773, -0.4517, 1.0915, -0.4338, -0.1742, -0.4466, -0.1938, 0.0660, 0.0572, 0.0440, 0.0532, 0.0406, 0.0410, 0.0343, 0.0492, 0.0651, 0.0534, 0.0494, 0.0508, -0.0004, 0.0617, 0.0539, -0.0154, -0.3174, -0.0056, -0.3678, 0.0926, 0.0421, -0.0363, 0.0757, 0.0557, 0.0840, 0.0931, 0.0956, 0.0684, 0.0720, 0.0530, -0.1064, -0.1039, -0.0666, -0.2375, -0.0425, -0.0824, -0.0501, 0.0867, -0.2308, -0.0381, -0.1005, -0.0955, -0.1075, -0.0634, 0.0977, 0.1014, 0.1157, 0.1126, 0.1017, 0.0966, 0.1056, 0.0961, 0.0975, 0.1079, 0.0848, 0.6138, -1.0884, -0.2826, -0.2397, -0.4751, 0.8545, 0.0885, 0.0867, 0.0402]
}